DFT (wB97M-V/def2-TZVPD) results for a 9-piece molecular cluster, C32H48NO27 overall.

Last column: Mulliken charge in e.
Positions of all 108 atoms, in Å:
N -0.069 0.053 0.294  0.17
O 0.206 -1.025 -0.233  -0.22
O 0.017 0.258 1.479  -0.47
O -0.390 1.008 -0.417  -0.17
C 0.501 2.368 5.183  -1.74
C -0.072 1.015 4.757  2.00
C 0.985 -0.109 4.636  -0.01
O 0.275 -1.226 5.182  -0.33
C -0.820 -0.865 5.763  0.56
O -1.611 -1.614 6.258  -0.60
O -0.948 0.449 5.655  -0.43
H -0.320 3.005 5.376  0.48
H 1.074 3.010 4.421  0.18
H 0.998 2.306 6.131  0.46
H -0.509 1.170 3.743  -0.70
H 1.997 0.023 4.825  0.42
H 1.173 -0.391 3.438  -0.16
C 0.673 -3.762 2.734  -1.22
C -0.817 -3.496 2.675  1.20
C -1.333 -3.472 1.231  0.72
O -2.398 -4.425 1.433  -0.44
C -2.467 -5.007 2.604  0.51
O -3.192 -5.895 3.040  -0.62
O -1.555 -4.425 3.441  -0.46
H 1.025 -3.486 3.607  0.74
H 1.166 -2.921 1.939  -0.29
H 1.029 -4.781 2.387  0.30
H -1.199 -2.485 3.191  -0.48
H -0.386 -3.956 0.626  -0.43
H -1.836 -2.592 1.017  0.28
C 1.854 -3.578 -4.413  -1.35
C 1.198 -4.037 -3.072  1.82
C -0.016 -3.316 -2.587  1.19
O -1.075 -4.057 -3.017  -0.36
C -0.614 -5.334 -3.200  0.59
O -1.298 -6.323 -3.500  -0.61
O 0.690 -5.343 -3.124  -0.38
H 2.307 -4.575 -5.131  0.28
H 2.744 -2.880 -4.234  0.25
H 0.927 -3.233 -5.089  0.30
H 2.002 -4.016 -2.365  -0.99
H -0.212 -2.217 -2.946  -0.32
H 0.180 -3.058 -1.376  -0.69
C -4.428 0.621 1.361  -1.37
C -3.270 1.287 2.125  1.21
C -2.455 2.553 1.713  0.98
O -2.983 3.539 2.595  -0.38
C -3.726 3.027 3.500  0.56
O -4.251 3.647 4.454  -0.70
O -3.808 1.803 3.338  -0.39
H -3.987 0.433 0.124  0.00
H -5.300 1.212 0.953  0.36
H -4.944 -0.159 2.041  0.30
H -2.462 0.468 2.243  -0.39
H -2.520 2.711 0.678  0.13
H -1.325 2.161 1.866  -0.48
C 1.112 2.674 -4.546  -1.76
C 1.609 1.987 -3.222  2.13
C 2.346 0.719 -3.375  -0.22
O 3.729 0.983 -3.055  -0.34
C 3.877 2.240 -2.797  0.60
O 4.965 2.755 -2.636  -0.64
O 2.697 2.865 -2.728  -0.34
H 0.294 1.980 -4.782  0.36
H 1.865 2.960 -5.343  0.31
H 0.735 3.479 -4.193  0.56
H 0.786 1.814 -2.410  -0.86
H 2.250 0.243 -4.336  0.19
H 1.931 -0.017 -2.712  0.00
C 4.833 -2.591 -1.626  -0.95
C 4.491 -3.347 -0.388  0.51
C 3.019 -3.167 0.206  -0.10
O 2.613 -4.487 0.328  -0.40
C 3.444 -5.392 -0.199  0.68
O 3.229 -6.607 -0.216  -0.64
O 4.386 -4.747 -0.723  -0.40
H 4.884 -1.612 -1.308  0.54
H 4.189 -2.568 -2.164  -0.33
H 5.782 -2.953 -2.098  0.33
H 5.354 -3.264 0.349  0.39
H 2.301 -2.568 -0.458  -0.27
H 2.923 -2.578 1.047  0.79
C 1.097 5.778 -0.678  -1.25
C 0.336 4.945 0.272  1.76
C 1.160 4.042 1.130  -0.09
O 0.678 4.428 2.484  -0.32
C -0.111 5.464 2.368  0.61
O -0.581 6.020 3.357  -0.65
O -0.217 5.837 1.150  -0.45
H 2.119 5.288 -1.001  0.23
H 1.220 6.842 -0.420  0.38
H 0.857 5.703 -1.790  0.22
H -0.287 4.278 -0.255  -0.67
H 2.192 4.083 0.905  0.48
H 0.776 2.856 1.139  -0.30
C -4.761 1.501 -2.498  -1.83
C -3.280 1.619 -2.165  1.45
C -2.389 1.486 -3.482  0.15
O -1.913 2.804 -3.574  -0.32
C -2.257 3.562 -2.524  0.51
O -1.947 4.670 -2.329  -0.53
O -3.104 2.855 -1.782  -0.31
H -5.479 0.586 -2.440  0.36
H -5.117 2.073 -3.208  0.65
H -5.478 2.048 -1.790  0.33
H -3.085 0.690 -1.402  -0.52
H -2.841 0.885 -4.321  0.32
H -1.653 0.790 -3.113  -0.15

Values from the calculation:
Relative energy (zero: lowest compared OMol25 entry of this formula, charge and spin), kcal per mole: 83.0
Orbital gap, hartree: 0.344
Strongest force on any atom, eV/A: 18.4
Charge: -1
HOMO, eV: -7.742
E, a.u.: -3334.00408

---

DFT (wB97M-V/def2-TZVPD) results for a 12-piece molecular cluster, C39H90O15 overall.

Last column: Mulliken charge in e.
Positions of all 144 atoms, in Å:
C 19.636 1.755 16.702  -0.57
C 20.805 0.897 16.184  -0.47
C 21.393 1.632 14.994  -0.43
O 21.238 3.021 15.391  -0.40
C 20.101 3.162 16.258  -0.37
H 19.421 1.646 17.765  0.31
H 18.701 1.443 16.237  0.25
H 20.594 -0.143 15.937  0.36
H 21.635 0.902 16.890  0.22
H 20.915 1.483 14.026  0.26
H 22.427 1.357 14.790  0.28
H 19.265 3.695 15.804  0.28
H 20.376 3.636 17.200  0.27
C 12.655 -5.544 18.346  -0.50
C 14.132 -5.460 17.956  -0.45
C 14.263 -6.559 16.916  -0.46
O 13.461 -7.585 17.438  -0.41
C 12.268 -7.034 17.937  -0.39
H 12.002 -4.763 17.958  0.31
H 12.473 -5.409 19.412  0.25
H 14.718 -5.833 18.795  0.22
H 14.476 -4.456 17.704  0.34
H 15.277 -6.873 16.670  0.32
H 13.820 -6.309 15.952  0.27
H 11.949 -7.710 18.731  0.26
H 11.449 -7.145 17.226  0.25
C 12.097 -11.726 25.998  -0.49
C 10.870 -11.789 26.861  -0.56
C 9.925 -10.904 25.982  -0.42
O 10.372 -10.969 24.633  -0.38
C 11.567 -11.782 24.610  -0.41
H 12.799 -12.545 26.153  0.33
H 12.567 -10.757 26.165  0.25
H 11.004 -11.542 27.914  0.33
H 10.436 -12.789 26.871  0.26
H 9.981 -9.848 26.247  0.26
H 8.904 -11.284 26.003  0.27
H 12.237 -11.331 23.879  0.27
H 11.327 -12.801 24.306  0.27
C 14.524 -0.045 24.952  -0.46
C 14.016 -0.526 26.287  -0.58
C 12.994 0.587 26.647  -0.38
O 13.455 1.736 25.946  -0.41
C 14.693 1.417 25.274  -0.43
H 13.836 -0.226 24.126  0.27
H 15.487 -0.502 24.727  0.31
H 14.844 -0.647 26.985  0.27
H 13.596 -1.523 26.159  0.31
H 12.881 0.741 27.720  0.29
H 12.012 0.211 26.361  0.26
H 15.458 1.709 25.993  0.26
H 14.900 2.021 24.391  0.29
C 17.523 -15.039 17.622  -0.56
C 16.867 -14.782 18.957  -0.54
C 17.590 -13.528 19.466  -0.40
O 18.945 -13.697 19.046  -0.40
C 19.005 -14.713 17.991  -0.36
H 17.104 -14.533 16.753  0.29
H 17.298 -16.082 17.401  0.29
H 17.065 -15.595 19.656  0.24
H 15.779 -14.726 18.937  0.38
H 17.539 -13.489 20.554  0.27
H 17.278 -12.572 19.044  0.25
H 19.448 -15.639 18.357  0.26
H 19.509 -14.278 17.128  0.28
C 4.612 -5.167 15.686  -0.47
C 3.449 -4.836 16.569  -0.53
C 2.236 -4.887 15.659  -0.33
O 2.786 -4.464 14.427  -0.43
C 4.110 -4.905 14.239  -0.40
H 4.860 -6.225 15.775  0.23
H 5.537 -4.620 15.866  0.32
H 3.688 -3.872 17.018  0.23
H 3.414 -5.480 17.447  0.32
H 1.390 -4.248 15.913  0.28
H 1.928 -5.916 15.477  0.26
H 4.765 -4.187 13.745  0.25
H 4.066 -5.788 13.601  0.27
C 17.642 -2.986 10.643  -0.46
O 16.669 -2.750 11.599  -0.49
H 17.255 -2.700 9.665  0.24
H 18.582 -2.494 10.893  0.22
H 17.802 -4.064 10.617  0.19
H 16.454 -1.814 11.589  0.30
C 9.601 -14.026 14.912  -0.49
O 8.494 -14.956 15.184  -0.50
H 10.350 -14.574 14.340  0.24
H 9.349 -13.109 14.380  0.24
H 10.036 -13.695 15.854  0.21
H 8.235 -15.271 14.315  0.29
C 20.128 -11.758 10.079  -0.49
O 19.352 -11.018 10.994  -0.49
H 19.566 -11.760 9.145  0.20
H 21.082 -11.304 9.812  0.25
H 20.263 -12.790 10.401  0.23
H 19.922 -10.699 11.698  0.30
C 6.097 -9.344 6.158  -0.76
O 6.625 -8.825 7.388  -0.31
C 8.050 -8.982 7.374  -0.53
C 8.615 -8.363 8.628  -0.55
O 8.261 -6.989 8.760  -0.28
C 9.230 -6.168 9.419  -0.76
H 6.269 -10.419 6.112  0.30
H 6.502 -8.824 5.290  0.31
H 5.020 -9.243 6.025  0.27
H 8.536 -8.534 6.508  0.34
H 8.375 -10.021 7.316  0.38
H 9.686 -8.564 8.581  0.37
H 8.297 -8.950 9.489  0.33
H 9.205 -6.472 10.466  0.31
H 8.933 -5.123 9.336  0.25
H 10.283 -6.245 9.148  0.32
C 1.195 -0.843 27.739  -0.73
O 2.008 -1.259 26.715  -0.28
C 2.887 -0.236 26.223  -0.53
C 3.586 -0.850 25.003  -0.46
O 4.458 -1.881 25.355  -0.32
C 5.421 -2.219 24.322  -0.79
H 0.366 -0.297 27.290  0.28
H 1.749 -0.252 28.468  0.30
H 0.758 -1.708 28.238  0.24
H 3.605 0.090 26.976  0.33
H 2.305 0.637 25.928  0.38
H 4.189 -0.041 24.591  0.37
H 2.906 -1.319 24.291  0.31
H 5.022 -2.133 23.311  0.33
H 5.804 -3.231 24.452  0.26
H 6.176 -1.436 24.255  0.31
C 10.109 4.177 11.352  -0.75
O 10.529 3.367 12.373  -0.29
C 9.491 2.593 12.947  -0.57
C 10.076 1.815 14.101  -0.44
O 10.462 2.687 15.173  -0.30
C 10.915 2.039 16.378  -0.79
H 9.486 4.959 11.786  0.31
H 9.572 3.644 10.568  0.29
H 10.965 4.685 10.908  0.25
H 9.129 1.900 12.188  0.37
H 8.637 3.225 13.189  0.37
H 10.923 1.199 13.800  0.31
H 9.242 1.196 14.432  0.34
H 11.850 1.492 16.265  0.31
H 10.194 1.476 16.971  0.31
H 11.177 2.809 17.104  0.28

Values from the calculation:
Relative energy (zero: lowest compared OMol25 entry of this formula, charge and spin), kcal per mole: 0.0
Orbital gap, hartree: 0.365
Strongest force on any atom, eV/A: 2.3
HOMO, eV: -9.472
E, a.u.: -2668.13052

---

DFT (wB97M-V/def2-TZVPD) results for one molecule with the formula C5H11N.

Last column: natural (NBO) charge in e.
Positions of all 17 atoms, in Å:
C -0.947 -0.794 1.579  -0.73
C 0.869 -0.612 1.168  -0.17
N 1.145 0.142 -0.013  -0.42
C 0.588 1.483 -0.098  -0.27
C -0.054 0.328 -0.785  -0.10
C -0.148 0.055 -2.258  -0.62
H -1.017 -0.343 2.558  0.21
H -1.943 -0.493 1.119  0.23
H -1.066 -1.875 1.629  0.21
H 1.477 -0.187 2.000  0.20
H 1.216 -1.644 0.996  0.20
H 0.075 1.897 0.772  0.19
H 1.229 2.189 -0.628  0.20
H -0.840 -0.086 -0.131  0.22
H -1.098 0.457 -2.625  0.21
H -0.149 -1.024 -2.447  0.21
H 0.664 0.504 -2.836  0.21

Values from the calculation:
Relative energy (zero: lowest compared OMol25 entry of this formula, charge and spin), kcal per mole: 73.5
Orbital gap, hartree: 0.369
Strongest force on any atom, eV/A: 1.8
HOMO, eV: -8.953
E, a.u.: -251.74543

---

DFT (wB97M-V/def2-TZVPD) results for C19H20MnN4O2S as an isolated structure.

Last column: natural (NBO) charge in e.
Positions of all 47 atoms, in Å:
N 0.436 1.710 -1.026  -0.47
C 0.512 2.850 -0.783  0.57
C 0.613 4.222 -0.449  -0.78
H -0.399 4.663 -0.404  0.31
H 1.203 4.732 -1.231  0.33
H 1.114 4.328 0.526  0.30
N 1.560 -0.874 -1.144  -0.50
C 2.513 -1.533 -1.106  0.60
C 3.703 -2.303 -1.017  -0.78
H 4.448 -1.906 -1.726  0.32
H 3.486 -3.353 -1.268  0.32
H 4.104 -2.243 0.006  0.31
N -1.527 -1.313 -0.584  -0.51
C -2.612 -1.700 -0.653  0.47
C -3.899 -2.299 -0.498  -0.76
H -3.796 -3.096 0.250  0.30
H -4.224 -2.718 -1.458  0.31
H -4.611 -1.539 -0.152  0.29
Mn 0.232 0.160 -2.221  0.63
C 0.139 -1.559 1.347  0.47
O 0.346 -2.679 1.277  -0.44
C 1.721 0.680 1.367  0.46
O 2.863 0.752 1.256  -0.44
C 0.738 1.318 -3.670  -0.16
C -0.677 1.383 -3.467  -0.17
C -1.424 0.184 -3.359  -0.17
C -0.769 -1.066 -3.479  -0.17
C 0.620 -1.140 -3.657  -0.16
C 1.393 0.056 -3.742  -0.13
H 1.326 2.222 -3.610  0.28
H -1.204 2.311 -3.294  0.28
H -2.488 0.208 -3.156  0.28
H -1.374 -1.966 -3.420  0.29
H 1.077 -2.128 -3.651  0.29
H 2.477 0.008 -3.704  0.28
S -1.466 0.967 1.507  0.88
C -1.094 0.700 3.119  -0.10
N -1.534 -0.467 3.730  -0.44
C -1.050 -0.907 4.929  0.19
C -0.112 -0.145 5.601  -0.10
C 0.274 1.097 5.071  -0.09
C -0.245 1.535 3.863  -0.10
H -2.221 -1.024 3.222  0.46
H -1.455 -1.852 5.290  0.30
H 0.293 -0.502 6.545  0.31
H 0.972 1.733 5.612  0.31
H 0.016 2.490 3.410  0.28

Values from the calculation:
Spin multiplicity: 4
Relative energy (zero: lowest compared OMol25 entry of this formula, charge and spin), kcal per mole: 20.6
Orbital gap (spin up / spin down), hartree: 0.309 / 0.153
Strongest force on any atom, eV/A: 7.3
Charge: +4
⟨S²⟩: 3.818
HOMO (spin up / spin down), eV: -21.854 / -21.122
E, a.u.: -2652.92863

---

DFT (wB97M-V/def2-TZVPD) results for one molecule with the formula C3H3NS2.

Last column: natural (NBO) charge in e.
Positions of all 9 atoms, in Å:
C -0.843 -0.652 1.170  0.24
C 0.018 0.229 0.381  -0.35
C 0.379 -0.287 -0.978  -0.61
N -1.711 -1.204 1.692  -0.27
S 1.242 1.286 1.157  0.17
S -0.597 1.974 0.437  0.13
H -0.359 -0.786 -1.431  0.22
H 1.101 -0.981 -0.733  0.22
H 0.771 0.422 -1.695  0.24

Values from the calculation:
Relative energy (zero: lowest compared OMol25 entry of this formula, charge and spin), kcal per mole: 13.4
Orbital gap, hartree: 0.311
Strongest force on any atom, eV/A: 4.0
HOMO, eV: -9.009
E, a.u.: -967.19463

---

DFT (wB97M-V/def2-TZVPD) results for a 8-piece molecular cluster, C29H66BrF2N7O8P2Si overall.

Last column: Mulliken charge in e.
Positions of all 116 atoms, in Å:
C -1.016 -2.901 -1.832  0.25
C -0.177 -3.205 -1.034  -0.29
C 0.869 -3.224 -0.023  -1.47
P 2.273 -2.011 -0.377  1.26
F 3.541 -1.895 0.765  -0.48
C 2.307 -0.914 -1.911  -0.75
C 2.429 -1.480 -3.317  -0.63
F 1.490 -2.461 -3.565  -0.31
P 3.523 -3.612 -1.361  0.18
O 4.943 -2.816 -1.614  -0.49
Br 4.072 -5.111 0.218  -0.30
Si 1.295 -0.298 0.868  -0.26
C -0.582 -0.309 0.764  -0.87
C 1.719 -0.599 2.671  -0.97
C 1.995 1.386 0.418  -0.97
H -1.840 -2.667 -2.455  0.37
H 0.465 -2.973 0.956  0.38
H 1.257 -4.243 0.050  0.67
H 1.373 -0.353 -1.879  0.41
H 3.146 -0.240 -1.743  0.32
H 2.219 -0.671 -4.023  0.42
H 3.431 -1.833 -3.558  0.29
H 5.362 -2.604 -0.768  0.33
H -0.932 0.588 1.275  0.43
H -1.000 -0.371 -0.237  0.39
H -0.963 -1.152 1.343  0.09
H 2.778 -0.367 2.795  0.27
H 1.158 0.091 3.303  0.34
H 1.565 -1.631 2.984  0.34
H 1.707 2.079 1.208  0.30
H 3.068 1.387 0.243  0.37
H 1.477 1.736 -0.477  0.32
C -1.567 -0.032 6.460  -1.35
C -1.551 -0.247 4.968  0.73
O -0.744 0.304 4.234  -0.58
N -2.484 -1.094 4.462  -0.08
C -3.502 -1.838 5.186  -0.72
H -0.773 0.660 6.723  0.34
H -2.523 0.390 6.774  0.33
H -1.408 -0.975 6.983  0.36
H -2.435 -1.198 3.461  0.20
H -3.370 -2.909 5.021  0.29
H -4.495 -1.556 4.829  0.29
H -3.443 -1.645 6.252  0.18
C 0.116 5.033 1.061  -1.26
C 0.579 4.782 -0.351  0.86
O 0.186 3.829 -1.002  -0.66
N 1.480 5.660 -0.881  -0.18
C 2.059 6.833 -0.253  -0.76
H -0.586 4.251 1.334  0.27
H 0.962 5.002 1.749  0.30
H -0.385 6.000 1.139  0.45
H 1.747 5.441 -1.828  0.23
H 1.811 7.729 -0.825  0.33
H 3.147 6.744 -0.210  0.20
H 1.684 6.948 0.757  0.29
C -3.644 -0.959 -7.152  -1.43
C -4.105 -1.526 -5.829  0.75
O -5.191 -2.073 -5.704  -0.65
N -3.265 -1.406 -4.771  -0.05
C -1.949 -0.789 -4.730  -0.79
H -4.421 -1.134 -7.889  0.31
H -3.468 0.115 -7.072  0.39
H -2.727 -1.448 -7.483  0.46
H -3.635 -1.805 -3.923  0.21
H -1.202 -1.524 -4.426  0.15
H -1.950 0.029 -4.008  0.31
H -1.679 -0.397 -5.704  0.34
C 5.582 -3.836 -4.511  -0.95
C 6.614 -4.689 -5.212  0.36
O 7.467 -5.310 -4.602  -0.66
N 6.562 -4.742 -6.573  -0.15
C 5.629 -4.081 -7.462  -0.75
H 5.737 -3.885 -3.443  0.37
H 5.673 -2.796 -4.830  0.36
H 4.577 -4.201 -4.734  0.38
H 7.276 -5.326 -6.979  0.23
H 5.080 -4.817 -8.052  0.27
H 6.163 -3.421 -8.150  0.27
H 4.917 -3.489 -6.897  0.28
C -9.139 1.917 -4.567  -1.26
C -7.847 1.698 -5.323  0.84
O -7.185 2.631 -5.750  -0.66
N -7.447 0.417 -5.510  -0.06
C -8.088 -0.811 -5.081  -0.83
H -9.318 2.986 -4.502  0.29
H -9.976 1.449 -5.086  0.35
H -9.072 1.508 -3.558  0.34
H -6.581 0.331 -6.018  0.09
H -7.408 -1.367 -4.436  0.25
H -8.311 -1.430 -5.951  0.28
H -9.011 -0.615 -4.546  0.37
C 5.444 3.941 2.737  -1.61
C 4.266 4.132 1.812  0.99
O 3.115 4.124 2.215  -0.58
N 4.523 4.309 0.488  0.05
C 5.809 4.346 -0.182  -1.01
H 5.067 3.810 3.746  0.33
H 6.016 3.055 2.457  0.37
H 6.100 4.812 2.714  0.40
H 3.688 4.418 -0.070  0.07
H 5.945 5.304 -0.687  0.28
H 5.868 3.553 -0.929  0.31
H 6.616 4.212 0.530  0.39
C -3.825 -0.021 9.987  -1.41
C -3.083 -1.328 9.834  0.81
O -3.156 -1.997 8.815  -0.63
N -2.322 -1.742 10.879  -0.18
C -2.116 -1.087 12.156  -0.83
H -4.382 0.165 9.074  0.29
H -4.525 -0.067 10.822  0.47
H -3.129 0.803 10.150  0.37
H -1.854 -2.619 10.713  0.24
H -1.056 -0.868 12.300  0.28
H -2.446 -1.735 12.969  0.28
H -2.672 -0.157 12.206  0.31

Values from the calculation:
Orbital gap, hartree: 0.289
Strongest force on any atom, eV/A: 1.4
HOMO, eV: -7.544
E, a.u.: -5875.81545